[1]
The following is a quantum chemistry calculation of a molecular structure, ArH26O13 at a distorted geometry, from OMol25.

Positions of all 40 atoms, in Å:
Ar1 0.19 0.54 -0.66
O1 0.38 -3.32 0.17
H1 1.02 -4.03 0.11
H2 0.91 -2.55 0.36
O2 2.02 3.65 0.94
H3 2.67 3.94 1.59
H4 1.30 3.30 1.47
O3 -3.57 0.21 -1.81
H5 -3.16 0.57 -2.59
H6 -2.93 -0.41 -1.46
O4 -1.78 -1.89 -0.88
H7 -2.45 -2.49 -0.56
H8 -0.95 -2.29 -0.62
O5 -2.11 2.72 0.41
H9 -2.83 2.97 0.98
H10 -1.38 2.56 1.00
O6 3.73 1.53 0.00
H11 3.92 1.98 -0.83
H12 3.18 2.15 0.48
O7 -0.20 2.31 2.39
H13 -0.68 2.67 3.13
H14 0.22 1.52 2.73
O8 -0.68 -1.28 -4.20
H15 0.17 -1.26 -3.76
H16 -1.11 -0.47 -3.91
O9 -3.07 0.43 1.80
H17 -3.75 0.02 1.27
H18 -2.60 0.99 1.18
O10 2.78 -1.48 -0.35
H19 2.44 -1.34 -1.24
H20 3.08 -0.62 -0.07
O11 1.98 -1.08 -3.11
H21 2.30 -0.54 -3.83
H22 2.32 -1.95 -3.30
O12 -1.28 -1.66 1.98
H23 -1.98 -1.01 1.95
H24 -1.30 -2.07 1.11
O13 1.03 -0.42 2.86
H25 0.38 -0.96 2.42
H26 1.83 -0.95 2.85

## Properties
HOMO in eV: -11.0
Energy relative to the best compared isomer or geometry (same formula, charge and spin) in kcal/mol: 2.6
Orbital gap in hartree: 0.40562

These are the Löwdin partial charges, in e, on atoms 1 to 8: number 1, Ar, carries 0.255; number 2, O, carries -0.037; number 3, H, carries 0.065; number 4, H, carries 0.012; number 5, O, carries -0.045; number 6, H, carries 0.051; number 7, H, carries 0.000; number 8, O, carries -0.055

[2]
The following is a quantum chemistry calculation of a molecular structure, B2CsF8 at a distorted geometry, from OMol25.

Positions of all 11 atoms, in Å:
Cs1 0.18 -1.53 1.38
B1 0.70 -1.13 -2.40
F1 -0.34 -1.39 -1.47
F2 1.22 -2.38 -2.82
F3 0.24 -0.42 -3.51
F4 1.70 -0.35 -1.77
B2 -0.73 1.48 2.13
F5 -0.84 1.37 0.74
F6 0.63 1.43 2.46
F7 -1.38 2.60 2.63
F8 -1.40 0.31 2.62

## Properties
HOMO in eV: -8.3
Energy relative to the best compared isomer or geometry (same formula, charge and spin) in kcal/mol: 13.4
Orbital gap in hartree: 0.36875
Net charge: -1

These are the Löwdin partial charges, in e, on atoms 1 to 8: number 1, Cs, carries 1.291; number 2, B, carries -1.263; number 3, F, carries -0.039; number 4, F, carries 0.069; number 5, F, carries 0.098; number 6, F, carries 0.056; number 7, B, carries -1.350; number 8, F, carries 0.069

[3]
The following is a quantum chemistry calculation of a molecular structure, B2H30NiO11 at a distorted geometry, from OMol25.

Positions of all 44 atoms, in Å:
Ni1 1.23 -24.93 7.37
B1 3.36 -24.55 8.07
H1 3.59 -23.97 7.11
H2 4.22 -24.50 8.82
H3 2.43 -24.09 8.55
H4 3.10 -25.67 7.82
B2 0.41 -22.78 7.25
H5 -0.23 -22.52 6.33
H6 0.56 -21.91 7.97
H7 -0.06 -23.63 7.83
H8 1.43 -23.07 6.87
O1 4.25 -21.75 6.62
H9 4.68 -21.84 5.76
H10 4.00 -22.67 6.87
O2 -2.53 -22.93 5.65
H11 -2.70 -23.78 6.05
H12 -1.97 -22.48 6.30
O3 1.83 -25.11 5.41
H13 2.56 -25.60 5.03
H14 1.49 -24.54 4.69
O4 0.82 -19.69 7.31
H15 0.71 -20.63 7.53
H16 -0.08 -19.38 7.18
O5 1.28 -21.38 10.21
H17 1.18 -21.52 9.26
H18 1.80 -22.13 10.51
O6 1.59 -20.59 4.57
H19 1.97 -19.91 5.14
H20 1.76 -21.41 5.05
O7 0.48 -25.39 9.32
H21 -0.12 -26.14 9.44
H22 0.56 -24.99 10.19
O8 -0.06 -23.65 3.81
H23 -0.47 -22.99 4.39
H24 -0.75 -24.30 3.67
O9 -0.78 -25.55 6.71
H25 -1.56 -25.22 7.21
H26 -1.10 -26.31 6.21
O10 -2.43 -20.30 9.02
H27 -2.33 -19.83 8.19
H28 -1.65 -20.87 9.08
O11 -2.89 -24.49 8.18
H29 -3.78 -24.62 8.53
H30 -2.35 -24.27 8.95

## Properties
HOMO (spin up / spin down) in eV: -10.0 / -10.0
Multiplicity: 3
Energy relative to the best compared isomer or geometry (same formula, charge and spin) in kcal/mol: 14.7
Orbital gap (spin up / spin down) in hartree: 0.33110 / 0.32607

These are the Löwdin partial charges, in e, on atoms 1 to 8: number 1, Ni, carries 0.616; number 2, B, carries -0.329; number 3, H, carries -0.040; number 4, H, carries 0.010; number 5, H, carries -0.035; number 6, H, carries 0.005; number 7, B, carries -0.347; number 8, H, carries -0.001

[4]
The following is a quantum chemistry calculation of a molecular structure, B2H8InNO3 at a distorted geometry, from OMol25.

Positions of all 15 atoms, in Å:
In1 -0.43 -1.20 -1.43
N1 -1.40 -0.78 4.91
O1 -2.61 -0.71 4.97
O2 -0.82 -1.16 5.94
O3 -0.91 -0.50 3.85
B1 4.24 -0.34 1.30
H1 5.31 -0.26 1.35
H2 3.94 -0.30 0.27
H3 3.96 -1.26 1.80
H4 3.71 0.42 1.86
B2 -3.02 1.22 -4.99
H5 -2.33 0.50 -5.41
H6 -3.68 0.68 -4.34
H7 -2.45 1.87 -4.35
H8 -3.51 1.84 -5.73

## Properties
HOMO in eV: -8.9
Energy relative to the best compared isomer or geometry (same formula, charge and spin) in kcal/mol: 185.1
Orbital gap in hartree: 0.05354

These are the Löwdin partial charges, in e, on atoms 1 to 8: number 1, In, carries 0.966; number 2, N, carries -0.625; number 3, O, carries 0.157; number 4, O, carries 0.136; number 5, O, carries 0.142; number 6, B, carries -0.192; number 7, H, carries -0.024; number 8, H, carries -0.045

[5]
The following is a quantum chemistry calculation of a single BBr2H2OP molecule, from OMol25.

Positions of all 7 atoms, in Å:
O1 1.38 -0.88 0.77
P1 0.50 0.51 0.95
Br1 1.35 1.80 -0.69
B1 -1.01 0.00 -0.17
Br2 -2.74 0.33 0.48
H1 1.42 -1.23 -0.12
H2 -0.90 -0.53 -1.23

## Properties
HOMO in eV: -9.5
Structure (SMILES): OP(Br)BBr
Energy relative to the best compared isomer or geometry (same formula, charge and spin) in kcal/mol: 0.0
Orbital gap in hartree: 0.31784

Charges obtained by Löwdin population analysis, quoted in units of e: number 1, O, carries -0.422; number 2, P, carries 0.440; number 3, Br, carries 0.258; number 4, B, carries -0.993; number 5, Br, carries 0.694; number 6, H, carries 0.037; number 7, H, carries -0.014

[6]
The following is a quantum chemistry calculation of a molecular structure, BCd3H30O21P2 at a distorted geometry, from OMol25.

Positions of all 57 atoms, in Å:
Cd1 -2.22 0.23 1.19
Cd2 -1.68 1.44 -1.72
Cd3 1.44 -1.33 1.40
P1 0.04 -0.01 -0.38
O1 -1.41 -0.44 -0.68
O2 -0.09 -0.01 1.24
O3 0.22 1.30 -1.13
O4 1.21 -1.01 -0.56
P2 -3.89 1.65 -0.23
O5 -2.42 1.92 0.21
O6 -3.65 1.63 -1.79
O7 -4.86 2.69 0.26
O8 -4.05 0.22 0.38
B1 1.52 -1.42 3.73
H1 2.00 -1.30 4.78
H2 0.56 -2.07 3.78
H3 1.25 -0.37 3.39
H4 2.30 -1.89 3.06
O9 -1.63 0.35 -3.51
H5 -0.88 -0.20 -3.80
H6 -2.12 0.54 -4.32
O10 0.02 -3.03 1.63
H7 -0.60 -3.63 1.21
H8 0.01 -3.27 2.58
O11 1.46 2.28 2.39
H9 0.84 2.39 3.11
H10 1.04 1.63 1.80
O12 0.53 4.36 -0.22
H11 1.27 4.89 0.10
H12 0.33 3.74 0.49
O13 -1.44 3.53 -2.03
H13 -0.68 3.94 -1.58
H14 -1.99 4.26 -2.32
O14 3.07 -1.79 -2.41
H15 2.56 -1.39 -1.68
H16 2.45 -1.77 -3.15
O15 2.61 2.40 -1.77
H17 1.67 2.25 -1.47
H18 3.09 2.61 -0.97
O16 3.14 0.15 1.55
H19 4.09 0.10 1.66
H20 2.85 0.89 2.12
O17 -2.16 1.16 3.07
H21 -1.40 1.54 3.53
H22 -2.87 1.14 3.73
O18 -3.47 -2.03 -1.43
H23 -4.09 -1.30 -1.26
H24 -2.61 -1.68 -1.14
O19 -0.46 -3.11 -1.50
H25 -0.99 -3.60 -0.88
H26 -0.16 -2.30 -1.01
O20 2.88 -2.89 0.76
H27 2.86 -3.81 1.04
H28 3.61 -2.82 0.13
O21 0.23 -1.91 -3.99
H29 -0.05 -2.15 -3.09
H30 0.74 -2.66 -4.30

## Properties
HOMO in eV: -4.4
Energy relative to the best compared isomer or geometry (same formula, charge and spin) in kcal/mol: 0.0
Orbital gap in hartree: 0.22842
Net charge: -1

These are the Löwdin partial charges, in e, on atoms 1 to 8: number 1, Cd, carries 1.345; number 2, Cd, carries 1.297; number 3, Cd, carries 1.306; number 4, P, carries 0.095; number 5, O, carries -0.523; number 6, O, carries -0.577; number 7, O, carries -0.402; number 8, O, carries -0.446

[7]
The following is a quantum chemistry calculation of 13 unconnected molecules or ions with the total composition BF4H24O12 at a distorted geometry, from OMol25.

Positions of all 41 atoms, in Å:
B1 0.97 0.18 0.62
F1 0.13 -0.88 0.44
F2 0.80 0.87 1.82
F3 2.29 -0.22 0.56
F4 0.85 0.99 -0.45
O1 -2.37 0.26 -0.66
H1 -3.30 0.50 -0.56
H2 -2.02 1.14 -0.48
O2 3.28 -3.05 -0.56
H3 3.38 -2.21 -1.02
H4 2.77 -2.64 0.14
O3 1.25 -3.01 1.47
H5 0.79 -3.71 1.03
H6 0.57 -2.32 1.26
O4 2.88 -0.84 -1.98
H7 2.67 -0.81 -1.02
H8 2.63 0.00 -2.37
O5 -1.55 -3.03 0.11
H9 -2.26 -3.32 -0.45
H10 -1.43 -2.06 -0.10
O6 -1.81 2.76 3.08
H11 -1.23 2.83 2.26
H12 -1.26 2.57 3.81
O7 -0.93 2.98 0.58
H13 -1.02 3.82 0.22
H14 -0.06 2.62 0.47
O8 0.43 3.19 -2.32
H15 -0.50 3.02 -2.19
H16 0.74 2.36 -1.90
O9 1.16 0.90 -3.61
H17 0.80 1.65 -3.17
H18 0.61 0.11 -3.34
O10 -0.46 -0.87 -2.49
H19 -0.85 -0.58 -1.68
H20 0.08 -1.61 -2.28
O11 -0.16 -1.21 3.47
H21 -0.89 -1.46 2.97
H22 0.24 -0.41 2.92
O12 -2.59 0.24 2.03
H23 -2.11 1.04 2.28
H24 -2.52 0.23 1.08

## Properties
HOMO in eV: -7.2
Energy relative to the best compared isomer or geometry (same formula, charge and spin) in kcal/mol: 43.1
Orbital gap in hartree: 0.33774
Net charge: -1

These are the Löwdin partial charges, in e, on atoms 1 to 8: number 1, B, carries -1.369; number 2, F, carries 0.153; number 3, F, carries 0.143; number 4, F, carries 0.160; number 5, F, carries 0.173; number 6, O, carries -0.026; number 7, H, carries 0.082; number 8, H, carries 0.041

[8]
The following is a quantum chemistry calculation of a molecular structure, BF4H4O2Rb at a distorted geometry, from OMol25.

Positions of all 12 atoms, in Å:
Rb1 0.36 0.79 2.09
B1 -3.56 -1.93 -0.48
F1 -4.36 -2.75 -1.18
F2 -2.59 -1.35 -1.33
F3 -4.18 -0.85 -0.04
F4 -2.90 -2.51 0.54
O1 3.25 -2.37 -0.45
H1 4.18 -2.61 -0.43
H2 2.88 -2.92 -1.14
O2 2.51 5.22 0.99
H3 2.13 5.19 0.11
H4 2.27 6.08 1.33

## Properties
HOMO in eV: -9.4
Energy relative to the best compared isomer or geometry (same formula, charge and spin) in kcal/mol: 6.6
Orbital gap in hartree: 0.27985

These are the Löwdin partial charges, in e, on atoms 1 to 8: number 1, Rb, carries 0.960; number 2, B, carries -1.501; number 3, F, carries 0.167; number 4, F, carries 0.048; number 5, F, carries 0.160; number 6, F, carries 0.146; number 7, O, carries -0.056; number 8, H, carries 0.029